1.
{"formula": "C3H9N3O", "method": "ωB97M-V/def2-TZVPD", "de_lowest_kj_mol": 189.4, "smiles": "NCNC(=O)CN", "orbital_gap_ha": 0.3567, "multiplicity": 1, "e_lumo_ha": 0.0352, "total_charge": 0, "symbols": ["O", "H", "C", "N", "H", "H", "H", "N", "N", "H", "H", "H", "H", "H", "C", "C"], "coordinates": [[0.969205, 1.043596, -1.193287], [1.283319, 1.564822, 0.981478], [0.021955, 0.363327, -0.811575], [-0.326430, 0.320501, 0.481646], [1.176937, 1.006323, 3.548935], [-1.316016, 0.059050, 0.629298], [-1.852634, -0.570560, -1.596917], [-0.244221, -1.943829, -1.909942], [0.678125, 0.625377, 2.777000], [-0.269742, 2.185929, 1.679145], [1.227743, -0.263869, 2.464117], [0.133904, -2.453291, -1.192435], [-0.419432, -2.438870, -2.782499], [-0.631797, -0.241103, -2.837829], [-0.798222, -0.527125, -1.813032], [0.367304, 1.269719, 1.575895]], "atomic_forces_ev_per_a": [[-0.5, -0.7, -0.3], [-1.1, 0.0, 0.5], [1.2, 0.6, -1.7], [-1.1, 0.5, 3.2], [0.2, 1.2, 0.0], [1.1, 0.1, 0.3], [-0.5, 0.3, 0.3], [-1.3, 2.3, -2.1], [0.4, -5.0, -0.7], [0.4, -0.9, 0.1], [-1.3, 2.0, 1.1], [0.7, -1.0, 2.0], [0.1, 0.4, 0.7], [-0.1, 1.1, 0.0], [1.7, -2.3, 0.3], [0.3, 1.4, -3.8]]}

---

2.
{"formula": "C25H46FNO10S4", "method": "ωB97M-V/def2-TZVPD", "de_lowest_kj_mol": 486.0, "orbital_gap_ha": 0.2884, "multiplicity": 1, "e_lumo_ha": -0.0225, "total_charge": 0, "symbols": ["S", "H", "H", "F", "C", "H", "C", "H", "H", "H", "S", "H", "S", "C", "C", "H", "C", "S", "H", "O", "H", "H", "H", "C", "C", "C", "H", "H", "C", "O", "C", "C", "O", "H", "C", "C", "O", "H", "H", "H", "O", "C", "H", "H", "O", "C", "O", "H", "C", "H", "C", "H", "H", "H", "C", "H", "C", "C", "H", "C", "H", "H", "H", "H", "H", "O", "H", "H", "C", "H", "C", "H", "H", "H", "C", "H", "H", "O", "O", "H", "N", "H", "H", "H", "H", "C", "H"], "coordinates": [[-37.899331, -13.753167, -4.890480], [-43.689191, -9.727515, -11.158518], [-37.856609, -11.948411, -1.810514], [-43.957485, -18.390995, -3.932575], [-42.324855, -11.029266, -6.770522], [-35.887564, -12.107910, -5.458669], [-44.711477, -7.834485, -11.079821], [-41.104442, -10.878932, -4.849963], [-43.979218, -12.571463, -6.523754], [-38.767465, -4.416366, -5.680835], [-42.699181, -6.436558, -10.448196], [-42.360213, -13.335998, -3.202053], [-39.636567, -6.708444, -6.853516], [-45.675002, -18.259541, -5.496997], [-43.686038, -8.920346, -10.638998], [-41.221462, -13.375019, -7.007573], [-44.446056, -6.587295, -10.530995], [-39.928474, -18.871602, -9.236116], [-41.679754, -8.266341, -11.162579], [-42.753627, -10.404272, -7.826668], [-43.809230, -15.696775, -4.394158], [-36.784644, -13.404469, -2.441720], [-44.127227, -9.337327, -9.622939], [-46.528764, -17.519902, -6.375365], [-44.566066, -16.238965, -4.812315], [-45.313470, -15.521773, -5.734709], [-41.433973, -17.476777, -10.064028], [-44.871400, -6.398222, -9.564100], [-39.489834, -5.425128, -8.025226], [-42.235652, -5.813464, -9.217229], [-42.435964, -8.163691, -10.407901], [-41.459121, -10.337703, -5.749690], [-38.630991, -13.256652, -5.943073], [-42.937002, -12.683115, -5.366583], [-42.083416, -17.912935, -7.995221], [-44.726596, -17.689724, -4.734685], [-42.452466, -12.986027, -3.932494], [-47.422733, -18.035445, -6.920318], [-35.632878, -13.356691, -4.340617], [-42.219911, -13.221440, -8.336507], [-40.026227, -20.312900, -9.032298], [-38.275226, -4.605180, -7.597512], [-38.749062, -17.483683, -7.563483], [-40.601571, -9.967345, -6.438841], [-39.130729, -18.264841, -10.294869], [-42.255701, -13.390685, -7.198964], [-42.168473, -5.978270, -11.728421], [-39.474400, -5.706336, -8.898061], [-37.633045, -12.642186, -2.593202], [-37.491080, -6.700553, -6.581900], [-41.530930, -18.277660, -9.426406], [-37.770606, -11.124251, -4.075983], [-42.602066, -14.569689, -6.912929], [-39.544063, -18.886183, -7.007381], [-38.726270, -13.399855, -3.355786], [-39.760469, -12.809644, -3.713229], [-36.470312, -12.812200, -4.611912], [-46.312580, -16.188902, -6.488401], [-41.675889, -9.282989, -5.366561], [-39.684821, -18.098285, -7.604848], [-38.308442, -3.472328, -7.535850], [-40.901262, -17.012060, -6.387959], [-45.656697, -8.200027, -10.815543], [-42.735075, -17.248455, -7.930460], [-44.767472, -5.771042, -11.120441], [-39.460225, -7.991848, -7.534204], [-39.150807, -14.207444, -2.801481], [-44.581845, -7.774654, -12.147571], [-37.920979, -4.914415, -6.107006], [-46.928571, -15.734568, -7.210141], [-40.771442, -17.283029, -7.399848], [-41.836063, -8.277673, -9.460339], [-37.020329, -4.877949, -5.698402], [-35.973535, -11.166820, -3.139190], [-36.893097, -11.898837, -3.652636], [-38.058757, -6.765082, -4.809700], [-40.451098, -4.754783, -7.842680], [-37.501535, -15.147734, -4.835026], [-40.841953, -6.487363, -6.141211], [-45.750824, -19.379690, -5.328002], [-42.958891, -12.299302, -6.419151], [-42.453020, -18.720793, -7.392180], [-37.212561, -4.938418, -7.893493], [-45.397909, -14.463222, -5.862665], [-40.705275, -16.265213, -7.802904], [-38.151919, -6.256457, -5.937223], [-42.131313, -18.811158, -9.830101]], "atomic_forces_ev_per_a": [[1.8, -4.5, 3.1], [0.5, -4.8, -4.1], [-0.5, -0.4, 0.9], [0.5, -0.5, 0.6], [-4.1, 5.4, -2.8], [-2.4, -2.2, 1.1], [0.4, -4.5, -2.6], [-0.4, -0.3, -1.0], [1.0, 2.0, -0.9], [0.3, 1.1, 1.9], [1.2, 0.6, -0.2], [1.1, -5.6, 11.2], [0.4, -1.8, -1.1], [-1.5, -2.7, -0.4], [-2.5, 4.6, 6.8], [1.4, 0.2, 1.0], [0.5, 4.0, 2.1], [0.7, -0.9, -0.4], [0.3, -0.4, -0.7], [2.4, -3.8, 4.8], [2.0, 1.0, 1.9], [-1.6, 0.5, 1.5], [1.2, 1.0, -1.5], [-0.6, -2.4, 0.4], [-1.4, -1.9, -2.0], [-1.7, -1.7, -0.3], [0.2, 2.5, -1.0], [0.1, -0.2, 0.8], [-1.4, 6.2, 9.1], [-0.4, -0.1, -0.8], [3.0, -0.5, 1.5], [2.5, 1.3, -0.8], [-2.7, 1.8, -4.0], [1.6, 0.6, 1.3], [7.7, -4.3, -0.8], [0.0, 4.3, -0.8], [-1.4, 5.9, -12.8], [2.0, 0.9, 1.0], [1.2, -1.8, 1.1], [-1.1, -0.1, 1.7], [0.7, 0.9, -0.2], [4.3, 1.0, 1.3], [-0.4, -0.8, -0.4], [-0.7, -0.9, 1.2], [-0.1, -0.8, 0.9], [-0.6, -3.0, -1.5], [-0.6, 0.2, 0.8], [0.1, -3.2, -9.0], [1.8, -1.5, -0.7], [2.2, -2.1, -1.2], [3.8, 5.7, 6.6], [2.6, -1.5, 0.5], [0.5, 3.7, -0.7], [0.2, -3.0, 2.6], [-2.7, 2.8, -0.4], [2.8, -0.9, 1.1], [3.2, 2.5, -5.3], [0.6, -0.1, 0.2], [-1.1, -1.4, -0.9], [5.2, 0.9, -3.4], [-0.3, -1.4, -1.2], [-0.2, -0.2, 1.6], [-1.6, -0.3, -0.1], [-6.0, 5.9, -0.3], [-0.4, 0.9, -0.8], [0.1, 0.7, 0.7], [0.3, -1.1, -0.1], [-0.5, 0.0, -0.7], [-6.0, 3.2, -1.4], [-0.5, 1.2, -0.5], [-5.3, 3.0, 0.8], [-1.0, -0.5, -0.6], [4.2, 2.3, 1.3], [-2.6, -2.1, -1.6], [-1.2, 8.0, 3.4], [-0.5, 1.4, -3.1], [1.9, -1.5, -0.5], [-0.2, 0.3, -0.5], [-1.2, 0.0, 1.4], [-0.3, 1.4, -0.6], [-0.9, -4.0, 0.1], [0.2, -1.0, -0.1], [-1.8, 0.6, -1.6], [0.9, 0.6, 0.4], [0.4, -0.3, -0.7], [-2.4, -6.5, 3.6], [-6.8, -7.6, -5.2]]}

---

3.
{"formula": "C38H43N3O2S4ScTe", "method": "ωB97M-V/def2-TZVPD", "de_lowest_kj_mol": 95.1, "orbital_gap_ha": 0.2356, "multiplicity": 1, "e_lumo_ha": -0.1132, "total_charge": 1, "symbols": ["C", "C", "C", "H", "Te", "C", "C", "C", "C", "H", "C", "H", "Sc", "H", "H", "O", "S", "C", "S", "H", "H", "C", "N", "H", "C", "C", "C", "C", "H", "C", "C", "H", "H", "H", "C", "H", "C", "H", "H", "C", "H", "H", "H", "C", "S", "H", "H", "C", "N", "C", "H", "S", "H", "H", "C", "H", "H", "C", "H", "C", "H", "C", "H", "C", "H", "C", "H", "H", "C", "C", "C", "N", "C", "H", "H", "H", "C", "C", "C", "H", "H", "H", "C", "C", "H", "C", "O", "H", "H", "H", "H", "H"], "coordinates": [[0.932853, 2.638799, 2.362837], [2.132227, 2.320112, 1.562030], [-3.082733, 0.115174, 0.905604], [-6.437167, 0.188011, 0.515720], [1.288445, -1.853937, 2.159869], [-2.996030, -2.843620, -2.460305], [-1.642352, 3.812787, -0.146497], [-1.125712, 1.955804, 3.123371], [0.340957, -4.386772, -0.656745], [1.682424, 4.482868, 3.192900], [0.263464, 2.829765, -1.224483], [1.010374, -1.319885, 5.223320], [0.043961, 0.088128, 0.533729], [6.485929, 2.775684, 1.554678], [-2.919426, -2.532299, 6.387695], [5.528535, 4.595053, 1.835248], [-0.542612, -2.909626, -1.286898], [-1.983624, -0.564273, -3.829677], [2.396365, -2.518537, -1.113854], [3.399007, 3.907679, 2.322460], [-2.131127, 3.179611, 4.569911], [0.871728, 3.774675, 3.166819], [-1.356761, 1.371134, -0.201085], [0.349675, 6.198184, -1.487686], [5.727121, 3.424676, 1.086480], [-2.470282, -2.672208, 4.299812], [-0.259548, -1.978344, 3.637523], [0.024810, -1.681232, 4.961754], [2.204773, -0.862953, -4.478155], [-0.929748, -1.869422, 5.946473], [-0.255754, 5.173824, 4.918319], [-0.434240, -2.080807, -3.878879], [-2.548512, 3.722383, 0.433578], [-4.062070, -3.065053, -2.389574], [-2.178639, -2.370685, 5.619650], [-1.745412, -2.737749, 2.285416], [0.722003, 4.087097, -1.562735], [-1.731724, 5.935405, -0.187630], [-2.176295, -4.650335, -1.610405], [-2.705257, 1.119129, -0.003927], [-3.445082, 2.459764, -1.511724], [2.397116, -4.607465, -0.025040], [-4.684859, -0.959152, 1.822668], [4.447147, 2.651390, 0.986086], [0.594632, -0.175982, -2.847136], [-5.793087, 1.842143, -1.202728], [-2.291342, -0.430284, 1.460634], [0.000465, 5.216300, -1.209040], [-0.071180, 1.735390, 2.338806], [-1.259233, 3.061316, 3.945058], [6.352665, 5.089612, 1.879992], [-2.773467, -1.031360, -2.253836], [-2.051851, 0.522949, -3.844902], [6.071186, 3.656819, 0.065362], [3.317159, 3.043781, 1.685921], [-1.909899, 1.205232, 3.114703], [-2.600919, -0.963769, -4.634426], [1.840437, -4.242280, -0.886508], [0.823922, 1.950153, -1.538104], [-1.173260, 5.063501, -0.488389], [-0.691261, -1.642929, 6.974861], [-5.398690, 0.435268, 0.364129], [3.051635, -0.045110, -0.493193], [2.171189, -0.934590, -3.388959], [-2.713738, -3.449361, -0.402787], [-3.716580, 1.737045, -0.755601], [1.582825, -3.017788, -3.315344], [-0.202463, 6.118758, 4.368436], [3.156098, 0.853878, 0.108100], [2.373299, -2.369156, -2.945699], [-2.240916, -3.586538, -1.376302], [2.053546, 1.242354, 0.755703], [-5.037670, 1.383430, -0.581221], [0.102604, -4.484213, 0.403987], [-0.044080, -5.250114, -1.200906], [-3.435886, -3.083178, 4.043670], [-0.945766, 2.653991, -0.529783], [-1.516658, -2.473392, 3.315784], [-0.238045, 4.001689, 3.970501], [-2.622664, -3.105134, -3.448953], [-0.216250, -0.722319, -5.022318], [0.871968, 4.359461, 6.285414], [-4.412435, -0.206186, 1.096841], [-0.546798, -1.006538, -4.020469], [5.222385, 1.148139, -0.354247], [4.364406, 1.511112, 0.188520], [0.883778, 5.156450, 5.743204], [2.943048, -0.291380, -2.965181], [-1.181637, 5.174604, 5.512406], [1.644243, 4.185424, -2.117209], [2.159117, -4.784959, -1.773889], [3.338244, -2.722132, -3.309250]], "atomic_forces_ev_per_a": [[-0.4, 0.2, 0.4], [0.3, -0.2, -0.2], [0.7, 0.3, -0.2], [-0.1, -0.1, 0.0], [-0.6, -0.1, 0.4], [0.1, 0.5, 0.1], [0.1, -0.3, 0.1], [-0.3, -0.3, 0.0], [-0.5, 0.3, 0.0], [0.1, 0.1, 0.0], [-0.3, -0.4, 0.1], [0.0, 0.0, 0.1], [0.8, 0.7, 0.1], [-0.1, 0.1, -0.1], [-0.1, 0.0, 0.1], [-0.1, 0.1, 0.1], [-0.2, -0.4, 0.2], [-0.2, -0.2, 0.4], [0.3, 0.1, -0.3], [-0.1, 0.0, 0.1], [-0.1, -0.1, 0.0], [-0.1, -0.3, -0.2], [0.1, -0.7, 0.2], [0.0, 0.1, 0.0], [0.4, -0.2, -0.2], [-0.1, 0.0, 0.1], [0.4, -0.1, -0.3], [0.2, 0.1, 0.1], [0.1, 0.0, 0.1], [0.0, 0.0, 0.1], [-0.3, 0.1, 0.0], [-0.1, 0.0, -0.1], [-0.1, 0.0, 0.0], [0.1, 0.0, -0.2], [-0.1, 0.0, 0.0], [0.0, 0.0, 0.1], [0.1, 0.2, 0.1], [-0.1, 0.1, 0.0], [-0.1, 0.0, 0.1], [-0.9, -0.3, 0.1], [0.0, 0.1, 0.0], [0.0, -0.1, -0.1], [0.0, -0.1, 0.0], [-0.2, -0.1, -0.1], [0.1, -0.1, -0.4], [-0.1, 0.1, 0.0], [-0.5, 0.2, 0.0], [0.1, -0.1, 0.0], [0.4, -0.2, -0.3], [0.4, 0.2, -0.1], [0.0, 0.0, 0.0], [-0.1, -0.3, -0.4], [0.0, 0.1, -0.1], [0.0, -0.1, 0.2], [-0.1, -0.2, -0.1], [0.1, 0.0, -0.1], [0.0, 0.1, -0.1], [0.1, 0.4, 0.0], [-0.2, 0.3, 0.0], [0.0, 0.1, 0.0], [0.0, 0.0, 0.1], [0.0, -0.1, 0.0], [0.1, 0.1, 0.1], [-0.5, 0.2, 0.3], [-0.1, -0.1, 0.0], [0.3, -0.1, 0.1], [0.0, 0.0, -0.1], [-0.1, -0.1, 0.0], [0.1, -0.2, -0.2], [0.1, -0.2, 0.5], [0.4, 0.1, 0.1], [-0.3, 0.1, 0.1], [0.0, 0.0, 0.1], [0.1, -0.1, -0.1], [0.0, 0.0, 0.1], [-0.1, 0.0, -0.1], [0.5, 0.9, -0.3], [-0.1, -0.1, -0.4], [-0.2, -0.2, 0.0], [-0.1, -0.1, 0.0], [0.0, -0.1, 0.0], [0.0, 0.1, 0.0], [-0.1, -0.2, 0.1], [0.3, 0.1, 0.3], [0.1, -0.1, -0.1], [-0.2, 0.2, 0.2], [0.3, 0.0, 0.2], [0.1, 0.0, -0.1], [0.1, 0.0, -0.2], [0.1, 0.0, -0.1], [0.1, -0.1, 0.0], [-0.1, -0.1, -0.1]]}

---

4.
{"formula": "C2H7N3O", "method": "ωB97M-V/def2-TZVPD", "de_lowest_kj_mol": 379.8, "smiles": "[H]/N=C(\\CN)NO", "orbital_gap_ha": 0.3725, "multiplicity": 1, "e_lumo_ha": 0.0286, "total_charge": 0, "symbols": ["C", "H", "N", "O", "H", "N", "H", "H", "H", "N", "H", "H", "C"], "coordinates": [[0.553983, 0.932404, 0.476689], [1.574638, 1.420221, 0.345997], [1.669935, -1.210566, -0.080067], [-1.745994, -0.869929, 0.453109], [-0.514932, -2.335909, -0.495103], [-0.521157, 1.570949, -0.355729], [2.469401, -0.523703, 0.170302], [0.230413, 0.940998, 1.526096], [-2.250419, -0.524796, -0.286321], [-0.563177, -1.258457, -0.320712], [-0.143159, 1.511971, -1.358830], [-1.338347, 0.885073, -0.181161], [0.578818, -0.538258, 0.105726]], "atomic_forces_ev_per_a": [[-1.3, -0.2, -0.4], [-1.4, -0.8, 0.2], [0.9, 2.3, 1.2], [1.0, -0.9, -1.0], [0.3, 2.9, 1.0], [0.4, -1.0, -0.5], [-1.4, -1.6, -0.7], [0.2, 0.5, -0.1], [-0.9, -0.2, 0.1], [-0.8, -0.5, 0.6], [-1.3, -0.1, 1.8], [1.8, 2.2, -1.0], [2.4, -2.6, -1.3]]}

---

Number 1: highest occupied orbital energy -8.75 eV, E -359.1723 Ha. Number 2: highest occupied orbital energy -8.46 eV, E -3479.3501 Ha. Number 3: highest occupied orbital energy -9.49 eV, E -4409.9626 Ha. Number 4: highest occupied orbital energy -9.36 eV, E -319.8051 Ha.